This record from the Open Molecules 2025 dataset describes a 3-piece molecular cluster, C19H40N2O2PS overall. The level of theory is wB97M-V/def2-TZVPD.

Each line ends with the Mulliken charge.
Positions of all 65 atoms, in Å:
O1 -7.155 -0.281 1.803  -0.31
H1 5.359 1.898 -0.667  0.35
H2 -5.313 -1.358 1.801  0.19
C1 2.748 -3.504 1.194  -0.83
C2 2.622 -1.205 -3.745  0.02
H3 3.114 -4.395 1.883  0.33
H4 -1.748 -0.532 0.661  0.26
H5 -5.902 -0.659 3.512  0.24
C3 3.339 -2.032 1.724  -0.49
H6 6.175 3.707 -2.194  0.31
P1 -1.411 0.870 3.116  0.36
H7 -1.188 0.557 4.524  0.23
H8 -4.162 0.731 1.217  0.21
H9 0.112 2.552 1.797  0.36
H10 -0.153 -1.808 -3.773  0.31
N1 5.311 0.390 -3.468  -0.64
H11 3.476 -0.604 -4.077  0.09
H12 3.026 -3.671 0.066  0.21
C4 -9.259 -1.397 0.984  -0.94
N2 1.283 0.154 -1.721  -0.63
C5 1.891 -0.462 -2.639  0.33
H13 4.479 -2.127 2.054  0.36
H14 4.016 -0.676 -0.120  0.34
H15 0.387 0.248 0.604  0.06
C6 -5.776 -0.409 2.356  -0.46
C7 -2.876 2.085 2.955  -0.47
C8 2.582 0.596 1.302  -0.19
H16 1.008 1.843 3.343  0.36
C9 -7.802 -1.624 1.738  -0.25
H17 0.926 -0.620 2.295  0.32
H18 -7.206 -2.391 1.068  0.27
H19 0.779 -3.277 -4.132  0.30
H20 -0.172 -2.482 -5.401  0.35
H21 -2.826 3.019 3.681  0.36
S1 -1.935 -0.934 2.015  -0.23
C10 4.875 1.561 -3.300  0.30
H22 -9.967 -0.731 1.676  0.26
C11 4.946 2.911 -0.622  -0.89
C12 1.670 -1.456 -4.916  -0.62
H23 5.480 3.443 0.173  0.39
H24 4.743 4.672 -1.834  0.34
H25 2.217 -1.961 -5.720  0.37
C13 3.106 -0.829 0.600  -0.23
O2 -4.122 1.353 3.357  -0.35
H26 1.316 -0.499 -5.319  0.31
H27 -3.061 2.499 1.866  0.39
H28 2.753 -1.795 2.736  0.16
C14 -4.881 0.952 2.134  -0.14
H29 2.174 -1.193 -0.050  -0.03
H30 3.228 0.768 2.266  0.46
H31 4.485 3.543 -4.021  0.32
H32 -9.770 -2.412 0.702  0.32
H33 3.890 2.842 -0.337  0.12
C15 4.350 2.973 -3.096  -0.24
C16 0.972 0.346 1.618  -0.49
H34 -7.951 -2.054 2.817  0.27
H35 -9.040 -0.755 0.029  0.26
H36 2.685 1.518 0.583  -0.22
H37 3.278 2.930 -2.877  0.27
H38 1.565 -3.478 1.318  0.16
H39 3.006 -2.152 -3.351  0.33
C17 5.107 3.645 -1.949  -0.55
H40 -5.536 1.880 1.832  0.31
C18 0.270 1.584 2.457  -0.53
C19 0.464 -2.305 -4.528  -1.15

Cartesian forces, eV/Å:
O 1.485 -1.655 0.437
H -0.094 0.078 -0.041
H -0.530 2.157 1.300
C -0.327 0.614 0.572
C -0.717 0.603 0.446
H -0.558 1.932 -1.609
H -0.017 0.043 1.806
H 0.622 0.608 -2.296
C 0.084 -0.322 0.474
H -0.220 0.029 -0.068
P 0.655 1.050 -1.407
H -0.541 -0.106 -1.251
H -1.296 0.528 2.061
H 0.106 -2.104 1.379
H 0.108 -0.039 -0.032
N -3.305 9.387 1.431
H -0.226 -0.108 0.353
H -0.519 0.173 2.294
C 0.506 0.932 0.598
N 4.591 -4.701 -7.428
C -3.772 4.134 6.124
H -2.439 0.216 -0.915
H -1.680 -0.278 1.535
H 1.416 -0.122 2.012
C -0.668 -0.804 0.493
C -2.469 0.937 0.479
C -0.266 -0.779 -0.402
H -1.889 -0.423 -1.523
C -1.283 -0.040 -0.694
H -0.120 1.854 -1.602
H -0.768 1.631 1.435
H -0.071 0.121 -0.050
H 0.095 -0.030 0.141
H 0.395 -2.044 -1.396
S 0.194 0.980 -0.155
C 2.753 -7.822 -1.342
H 1.522 -1.664 -1.496
C 0.040 0.039 0.120
C -0.450 -0.106 -0.143
H -0.112 -0.065 -0.093
H 0.013 -0.134 -0.175
H 0.071 0.149 0.184
C -1.474 -0.439 0.261
O 1.530 0.039 -2.173
H 0.179 -0.109 0.055
H 1.024 -0.918 2.024
H 1.221 -0.310 -2.185
C -0.794 -0.193 -1.347
H 2.290 0.790 1.306
H -1.479 -0.156 -1.688
H -0.010 -0.288 0.034
H 1.065 2.010 0.637
H 0.187 0.047 -0.074
C 0.599 -0.891 -0.078
C 0.805 0.490 0.318
H 0.372 0.772 -1.963
H -0.466 -1.402 1.715
H -0.150 -1.963 1.388
H 0.140 -0.202 -0.062
H 2.469 -0.022 -0.510
H -0.084 0.193 0.150
C 0.240 0.052 0.367
H 0.951 -1.978 0.614
C 1.175 -0.271 -0.236
C -0.106 -0.098 -0.107

Summary:
Maximum force ... 10.05 eV Å⁻¹
Net charge ... +1
Orbital gap ... 0.3135 Eh
Calculated total energy ... -1746.9371 Ha

***

This record from the Open Molecules 2025 dataset describes an isolated ion of composition C5H7N2 and charge +1. The level of theory is wB97M-V/def2-TZVPD.

Each line ends with the Mulliken charge.
Positions of all 14 atoms, in Å:
H1 -1.615 -2.060 0.867  0.39
H2 2.904 -0.334 -0.266  0.25
H3 0.770 1.727 0.748  0.28
N1 -1.554 -1.147 0.274  -0.13
C1 0.687 -0.305 -0.184  0.20
C2 -0.347 -1.046 -0.482  -0.24
H4 2.153 0.972 -1.363  0.23
H5 -0.327 -1.718 -1.389  0.35
C3 1.102 0.688 0.715  -0.56
C4 -2.141 -0.048 0.272  0.42
C5 1.966 0.208 -0.502  -0.56
N2 -2.299 1.108 0.124  -0.17
H6 -2.965 1.573 -0.439  0.33
H7 1.666 0.381 1.626  0.22

Cartesian forces, eV/Å:
H -0.767 2.530 -1.066
H -0.972 0.164 -0.068
H -0.283 -0.450 -0.217
N 0.858 -3.242 1.798
C -2.174 -1.114 -0.199
C 1.504 -2.314 -3.287
H -0.783 -1.666 1.457
H -0.149 0.769 1.174
C 2.880 1.386 1.934
C -0.134 1.157 0.212
C 2.198 2.215 -1.560
N -0.354 -0.420 0.933
H -0.781 0.831 -0.682
H -1.041 0.153 -0.430

Summary:
Maximum force ... 4.29 eV Å⁻¹
Net charge ... +1
Orbital gap ... 0.3620 Eh
SMILES ... [NH+]#CNC=C1CC1
Calculated total energy ... -303.8343 Ha

***

This record from the Open Molecules 2025 dataset describes a 4-piece molecular cluster, C3H14O4 overall. The level of theory is wB97M-V/def2-TZVPD.

Each line ends with the Mulliken charge.
Positions of all 21 atoms, in Å:
H1 -1.715 1.191 -1.569  0.30
O1 1.493 0.198 1.517  -0.70
C1 -3.104 0.096 0.612  -1.22
H2 0.636 0.636 -0.201  0.38
H3 1.904 0.434 2.349  0.26
C2 -1.157 0.539 -0.886  -0.67
O2 0.243 0.724 -1.087  -0.53
H4 -3.629 0.131 -0.345  0.31
H5 2.855 -2.740 0.141  0.31
H6 -1.721 1.757 0.824  0.27
H7 2.540 -1.449 -0.581  0.38
H8 2.010 0.463 -1.807  0.35
H9 -1.034 0.255 1.232  0.27
H10 -3.756 0.683 1.261  0.34
O3 2.507 -1.856 0.326  -0.71
H11 3.494 0.402 -1.542  0.31
H12 -1.393 -0.463 -1.271  0.31
C3 -1.710 0.719 0.508  -0.08
O4 2.732 -0.165 -1.637  -0.65
H13 1.845 -0.641 1.155  0.46
H14 -3.039 -0.913 0.999  0.32

Cartesian forces, eV/Å:
H 0.282 0.244 0.025
O -0.605 0.409 -0.361
C -0.213 0.708 -0.006
H 0.193 0.111 -0.069
H 0.189 -0.271 -0.092
C -0.452 -0.426 -1.261
O -0.285 0.448 0.919
H 0.167 -0.327 -0.104
H -0.219 0.081 0.577
H -0.068 0.377 -0.310
H -0.069 0.321 0.796
H -0.334 -0.463 0.070
H -0.043 -0.202 -0.076
H 0.155 -0.121 0.290
O 0.462 -0.914 -1.366
H 0.540 0.045 0.130
H -0.079 -0.114 0.392
C 0.447 -0.262 0.535
O -0.118 0.475 -0.659
H 0.242 0.132 0.726
H -0.194 -0.251 -0.156

Summary:
Maximum force ... 1.71 eV Å⁻¹
Net charge ... 0
Orbital gap ... 0.3917 Eh
SMILES ... CCCO.O.O.O
Calculated total energy ... -423.6521 Ha

***

This record from the Open Molecules 2025 dataset describes a 2-piece molecular cluster, C3H4BrCl3 overall. The level of theory is wB97M-V/def2-TZVPD.

Each line ends with the Mulliken charge.
Positions of all 11 atoms, in Å:
H1 -0.445 0.176 1.636  0.26
H2 -1.585 0.074 0.215  0.35
H3 0.351 -0.850 -1.192  0.36
Cl1 3.105 1.000 1.209  -0.13
Cl2 3.687 -0.668 -1.144  -0.13
Cl3 3.253 -1.838 1.394  -0.12
C1 0.318 -1.005 -0.092  -0.28
C2 -0.498 0.008 0.485  -0.80
H4 -0.272 0.902 -0.128  0.29
Br1 0.341 -2.724 0.604  -0.07
C3 2.895 -0.510 0.392  0.26

Cartesian forces, eV/Å:
H 0.169 -0.206 -2.093
H 0.411 -1.235 0.329
H 0.514 -0.980 0.736
Cl -0.193 0.175 -0.279
Cl -0.169 0.363 -0.158
Cl 0.228 -0.352 0.501
C 1.263 -0.473 -1.387
C -1.632 2.868 1.883
H 0.643 0.269 0.964
Br -0.417 -0.168 -0.271
C -0.818 -0.261 -0.225

Summary:
Maximum force ... 3.80 eV Å⁻¹
Net charge ... 0
Orbital gap (spin up / spin down) ... 0.3061 / 0.2753 Eh
Calculated total energy ... -4071.1648 Ha

***

This record from the Open Molecules 2025 dataset describes an isolated ion of composition C8H6NO2 and charge -1. The level of theory is wB97M-V/def2-TZVPD.

Each line ends with the Mulliken charge.
Positions of all 17 atoms, in Å:
C1 1.199 1.370 -0.437  0.46
H1 0.180 -0.278 -1.390  0.45
H2 1.986 -1.643 0.438  0.39
O1 -2.005 1.631 1.181  -0.58
C2 1.140 -0.110 -0.794  -0.62
C3 -1.391 -0.779 0.163  -0.32
C4 -1.084 1.341 0.491  0.74
H3 1.248 -0.334 1.364  0.30
C5 -0.333 -1.552 0.388  -0.08
H4 0.112 2.975 0.514  0.25
H5 -0.423 -2.644 0.479  0.30
N1 -3.553 -1.223 -0.991  -0.62
O2 2.279 1.960 -0.444  -0.72
C6 -2.606 -1.082 -0.344  0.20
H6 2.091 -0.590 -1.254  0.29
C7 0.072 1.905 0.142  -0.83
C8 1.087 -0.946 0.493  -0.62

Cartesian forces, eV/Å:
C 2.040 -1.514 -0.132
H 1.825 0.040 0.484
H -1.623 0.217 0.399
O -0.736 0.390 -0.034
C 0.969 -0.577 -1.400
C 3.433 2.308 0.780
C -2.142 -2.805 1.086
H -0.242 0.282 0.475
C 0.203 -0.799 1.349
H 0.174 -1.330 -0.516
H -0.005 0.200 -0.136
N -0.643 -0.195 0.086
O 0.504 0.433 -0.514
C -1.494 -0.389 -0.847
H -1.559 1.866 -0.297
C -0.139 3.004 0.177
C -0.565 -1.132 -0.960

Summary:
Maximum force ... 4.21 eV Å⁻¹
Net charge ... -1
Orbital gap ... 0.3070 Eh
Calculated total energy ... -513.6227 Ha

***

This record from the Open Molecules 2025 dataset describes a 2-piece molecular cluster, C3H12NO3 overall. The level of theory is wB97M-V/def2-TZVPD.

Each line ends with the Mulliken charge.
Positions of all 19 atoms, in Å:
O1 -2.299 -1.363 -0.648  -0.72
H1 1.223 2.089 -0.840  0.49
H2 -3.078 -0.737 -0.628  0.35
C1 1.656 -0.669 0.641  -0.73
H3 -1.039 -0.518 0.184  0.41
H4 -1.375 0.352 1.611  0.39
C2 0.701 0.528 0.788  0.28
H5 2.743 -0.586 0.391  0.36
H6 1.582 -1.449 1.377  0.27
N1 -0.620 -0.223 1.073  -0.35
H7 0.978 1.326 1.629  0.32
H8 -0.268 -1.112 1.627  0.36
H9 0.458 0.626 -1.432  0.31
H10 1.658 -1.383 -1.298  0.34
H11 -2.293 -1.457 -1.649  0.35
O2 1.136 -1.375 -0.471  -0.56
O3 -0.734 2.057 -0.395  -0.55
C3 0.505 1.372 -0.590  -0.68
H12 -0.935 2.523 -1.372  0.37

Cartesian forces, eV/Å:
O -1.646 1.269 -2.437
H 1.756 0.793 0.285
H 0.885 -0.887 0.568
C 1.446 -0.374 -2.368
H -0.326 -0.547 -0.294
H 1.925 -1.299 -1.072
C 0.841 2.371 0.247
H -0.778 1.115 0.955
H 0.047 0.359 1.354
N 0.707 0.584 2.739
H -0.839 -2.122 -1.517
H -1.679 2.138 -1.189
H -0.163 0.688 0.788
H -0.093 0.253 1.033
H 0.526 -0.388 1.620
O -0.727 -1.078 -1.652
O -0.694 1.452 -4.247
C -1.733 -2.626 1.100
H 0.544 -1.699 4.087

Summary:
Maximum force ... 4.54 eV Å⁻¹
Net charge ... +1
Orbital gap ... 0.4159 Eh
Calculated total energy ... -401.6705 Ha

***

The highest calculated total energy belongs to which entry?
C5H7N2